{
  "formula": "C5H11N2O",
  "method": "wB97M-V/def2-TZVPD",
  "species": ["O", "N", "N", "C", "C", "C", "C", "C", "H", "H", "H", "H", "H", "H", "H", "H", "H", "H", "H"],
  "positions_angstrom": [[-1.08988, -1.07624, 1.05804], [1.27137, -0.40851, 0.81035], [0.65343, -0.80037, -1.45125], [0.31006, 0.11193, -0.25277], [-0.12341, -0.68377, -2.42047], [1.79876, 0.55051, 1.82743], [-1.14115, -0.28408, 0.15468], [-2.23886, 0.52080, -0.17649], [-3.06186, -0.05616, -0.66017], [1.86768, -1.12753, 0.19990], [2.19760, 1.25382, 1.12110], [-2.69195, 0.82655, 0.72610], [-2.09193, 1.31963, -0.91750], [-0.92412, -0.03383, -2.56922], [0.10963, -1.32454, -3.40494], [2.70552, 0.11602, 2.47711], [0.71933, -1.14670, 1.34546], [0.64011, 1.17605, -0.37520], [1.08966, 1.06642, 2.50785]],
  "nbo_charge": [-0.52, -0.57, -0.42, -0.02, 0.00, -0.44, 0.58, -0.76, 0.29, 0.49, 0.22, 0.29, 0.25, 0.17, 0.22, 0.27, 0.47, 0.24, 0.26],
  "lumo_ev": -3.58,
  "multiplicity": 1,
  "smiles": "C=N[C@H]([NH2+]C)C(C)=O",
  "total_charge": 1,
  "total_energy_ha": -381.5249,
  "orbital_gap_ev": 10.871
}

{
  "formula": "C5H11N2O",
  "method": "wB97M-V/def2-TZVPD",
  "species": ["O", "N", "N", "C", "C", "C", "C", "C", "H", "H", "H", "H", "H", "H", "H", "H", "H", "H", "H"],
  "positions_angstrom": [[-2.36109, 2.22038, 0.43418], [-0.69606, 0.56296, 0.50768], [1.05915, -1.09518, -0.13360], [-0.19083, -1.28425, -0.91438], [-0.98602, -0.04216, -0.59345], [2.12773, -0.58520, -0.96864], [-1.17941, 1.76482, 1.05799], [0.79434, -0.78726, 1.07111], [-3.00738, 1.47806, 0.29456], [-0.72384, -2.09527, -0.47956], [-0.00731, -1.32261, 1.58354], [-1.83659, 0.23344, -1.20231], [-1.23380, 1.34934, 2.11563], [-0.14043, -1.36935, -1.89088], [3.00833, -0.86385, -0.47710], [2.00600, -1.01573, -1.96880], [1.53683, -0.23967, 1.68138], [2.22759, 0.48324, -0.92775], [-0.39722, 2.60828, 0.81040]],
  "nbo_charge": [-0.69, -0.39, -0.32, -0.26, 0.14, -0.42, 0.07, 0.10, 0.48, 0.24, 0.23, 0.23, 0.20, 0.24, 0.23, 0.24, 0.24, 0.22, 0.23],
  "lumo_ev": -3.64,
  "multiplicity": 1,
  "smiles": "C=[N+](C)C/C=N/CO",
  "total_charge": 1,
  "total_energy_ha": -381.5208,
  "orbital_gap_ev": 10.856
}

{
  "formula": "C5H11N2O",
  "method": "wB97M-V/def2-TZVPD",
  "species": ["O", "N", "N", "C", "C", "C", "C", "C", "H", "H", "H", "H", "H", "H", "H", "H", "H", "H", "H"],
  "positions_angstrom": [[-2.18807, 0.10569, 0.55305], [-0.59517, -1.55615, 0.41393], [0.61915, 0.68904, -0.22134], [2.50822, -0.94476, 0.17400], [-0.43582, 0.31552, -1.12874], [-1.41071, -0.63803, -0.33916], [0.42160, 1.87008, 0.59145], [1.48751, -0.18537, 0.04135], [-2.03244, -1.15466, -1.08229], [3.44032, -0.72552, -0.33376], [-0.02371, -0.23520, -1.97460], [2.50002, -1.83375, 0.78269], [-0.96278, 1.20168, -1.48195], [-0.71311, -2.52093, 0.13607], [-0.52460, 1.78859, 1.12888], [0.38182, 2.74755, -0.05515], [1.23737, 1.98468, 1.30186], [-0.80763, -1.47401, 1.39894], [-2.90196, 0.56555, 0.09477]],
  "nbo_charge": [-0.72, -0.85, -0.32, -0.44, -0.25, 0.24, -0.42, 0.51, 0.19, 0.28, 0.24, 0.28, 0.23, 0.40, 0.25, 0.24, 0.24, 0.40, 0.50],
  "lumo_ev": -3.51,
  "multiplicity": 1,
  "smiles": "C=C=[N+](C)C[C@@H](N)O",
  "total_charge": 1,
  "total_energy_ha": -381.5625,
  "orbital_gap_ev": 10.705
}

{
  "formula": "C5H11N2O",
  "method": "wB97M-V/def2-TZVPD",
  "species": ["O", "N", "N", "C", "C", "C", "C", "C", "H", "H", "H", "H", "H", "H", "H", "H", "H", "H", "H"],
  "positions_angstrom": [[2.62072, -0.57493, 0.38242], [-1.39187, 0.41561, 0.30196], [1.79654, 2.40580, 0.16470], [0.41754, 2.26546, 0.12130], [-2.53885, -1.76329, -0.21741], [3.56240, -1.34661, 0.30515], [-0.47878, 1.28859, 0.08201], [-2.10016, -0.37867, -0.76512], [-0.07317, 3.16229, -0.13064], [4.62425, -1.03520, 0.46856], [-3.19639, -1.86266, 0.65283], [-3.06306, 0.07518, -0.98979], [-1.45530, -0.58062, -1.58422], [-1.95530, 0.24896, 1.24151], [2.33141, 1.48714, 0.39711], [-1.62361, -2.43009, -0.03972], [2.20469, 3.26722, 0.31257], [-2.99651, -2.16733, -1.09408], [3.31544, -2.47687, 0.39088]],
  "nbo_charge": [-0.57, -0.45, -0.76, 0.00, -0.64, 0.30, 0.34, -0.22, 0.26, 0.15, 0.23, 0.23, 0.23, 0.44, 0.45, 0.22, 0.42, 0.24, 0.14],
  "lumo_ev": -3.77,
  "multiplicity": 1,
  "total_charge": 1,
  "total_energy_ha": -381.5082,
  "orbital_gap_ev": 9.536
}

{
  "formula": "C5H11N2O3",
  "method": "wB97M-V/def2-TZVPD",
  "species": ["O", "O", "O", "N", "N", "C", "C", "C", "C", "C", "H", "H", "H", "H", "H", "H", "H", "H", "H", "H", "H"],
  "positions_angstrom": [[-2.12887, -0.60628, -0.34727], [3.30684, -0.38988, 0.00930], [0.96390, -1.48082, -0.81579], [2.31778, 0.32981, 0.00865], [1.19223, -0.20773, -0.36867], [-0.46702, 0.84179, -1.76271], [0.05746, 1.62472, 0.75471], [-0.64458, -1.13613, 1.49377], [-0.08417, 0.51256, -0.31283], [-1.02182, -0.47173, 0.22081], [-0.92471, 1.92284, 0.97657], [0.54737, 1.40481, 1.63936], [-2.58919, -1.46350, -0.02262], [-1.46406, 1.03353, -1.92833], [-0.64589, -2.20738, 1.36727], [-1.25051, -0.64116, 2.34723], [0.10060, 1.70333, -2.05692], [-0.07892, -0.00768, -2.29605], [0.62610, 2.40380, 0.27111], [0.54305, -1.01407, 1.53337], [1.64442, -2.15084, -0.71097]],
  "nbo_charge": [-0.53, -0.37, -0.59, 0.23, 0.03, -0.61, -0.59, -0.79, -0.01, 0.80, 0.22, 0.25, 0.55, 0.23, 0.29, 0.31, 0.25, 0.24, 0.27, 0.29, 0.54],
  "lumo_ev": -5.55,
  "multiplicity": 1,
  "total_charge": 1,
  "total_energy_ha": -531.8862,
  "orbital_gap_ev": 7.930
}

{
  "formula": "C5H11N2OS",
  "method": "wB97M-V/def2-TZVPD",
  "species": ["S", "O", "N", "N", "C", "C", "C", "C", "C", "H", "H", "H", "H", "H", "H", "H", "H", "H", "H", "H"],
  "positions_angstrom": [[0.38401, -1.14909, -2.01464], [0.40017, 1.59716, -0.03017], [1.34721, -0.43017, 0.24704], [2.91751, -1.49867, -1.12367], [-1.84575, 0.60830, -1.44426], [-0.84187, -0.29908, -0.78314], [1.67741, -1.05759, -0.86803], [0.09376, 0.24350, 0.32836], [-0.45777, 0.15823, 1.75452], [1.98857, -0.07754, 0.91547], [-1.43470, -1.21360, -0.57904], [0.61971, 2.28831, 0.75236], [3.57951, -1.42864, -0.34003], [3.29889, -1.71472, -2.04563], [-0.77332, -0.79271, 1.98006], [-1.49083, 1.62747, -1.48203], [-2.29453, 0.17255, -2.32068], [0.14276, 0.53701, 2.49273], [-2.54786, 0.63883, -0.53945], [-1.29835, 0.80493, 1.86429]],
  "nbo_charge": [0.32, -0.74, -0.56, -0.75, -0.63, -0.25, 0.37, 0.38, -0.64, 0.42, 0.25, 0.51, 0.42, 0.45, 0.23, 0.25, 0.25, 0.23, 0.23, 0.24],
  "lumo_ev": -3.17,
  "multiplicity": 1,
  "total_charge": 1,
  "total_energy_ha": -779.8114,
  "orbital_gap_ev": 10.671
}

{
  "formula": "C5H11N2OS",
  "method": "wB97M-V/def2-TZVPD",
  "species": ["S", "O", "N", "N", "C", "C", "C", "C", "C", "H", "H", "H", "H", "H", "H", "H", "H", "H", "H", "H"],
  "positions_angstrom": [[-1.83230, 0.89373, -0.26210], [0.86084, 2.15643, -1.19021], [1.16099, -0.51574, -1.41856], [-0.43134, -1.10688, 1.98388], [0.35686, -0.54220, 1.01281], [-1.22716, -0.75875, -0.98844], [0.42994, 2.23617, -0.00633], [-0.31572, 1.27979, 0.77703], [0.16336, -1.04369, -0.41490], [-0.33188, -1.06417, 2.99238], [0.73893, 3.07248, 0.59769], [0.19376, -2.16262, -0.31690], [-1.28842, -1.57016, 1.61323], [-1.17105, -0.64987, -2.04171], [2.02791, -0.49175, -0.94296], [-0.55432, 1.61718, 1.73606], [1.05142, -0.92558, -2.33882], [1.20636, -0.15556, 1.51293], [1.03855, 1.15905, -1.40953], [-2.07673, -1.42785, -0.89557]],
  "lowdin_spin": [0.59, 0.18, 0.01, 0.15, 0.18, 0.06, 0.48, 0.21, 0.02, 0.01, 0.03, 0.00, 0.01, 0.01, 0.00, 0.01, 0.00, 0.01, 0.01, 0.02],
  "lumo_ev": [-2.79, -7.51],
  "multiplicity": 3,
  "total_charge": 1,
  "total_energy_ha": -779.6299,
  "orbital_gap_ev": [7.563, 5.499],
  "s_squared": 2.01
}

{
  "formula": "C5H11N2Si",
  "method": "wB97M-V/def2-TZVPD",
  "species": ["Si", "N", "N", "C", "C", "C", "C", "C", "H", "H", "H", "H", "H", "H", "H", "H", "H", "H", "H"],
  "positions_angstrom": [[0.41908, 1.87562, 1.03270], [1.83320, -2.18049, -0.91405], [2.45673, -3.07313, -1.37560], [-1.64391, 1.44474, -0.81599], [-0.21998, -0.80414, -0.37565], [-0.75860, 0.61605, 0.08441], [-1.03892, -0.57460, 0.90033], [1.07118, -1.47325, -0.18760], [-1.93366, -1.03288, 0.94129], [0.95529, 2.86270, 0.12503], [-2.43812, 0.84993, -1.14599], [-0.47142, -0.82477, 1.80428], [-0.58295, 2.49545, 2.12371], [1.37832, -1.42428, 0.90431], [3.46936, -2.99154, -1.77696], [-1.15325, 1.86525, -1.62629], [-2.04549, 2.36256, -0.18847], [-0.74069, -1.08549, -1.19095], [1.44382, 1.09231, 1.68147]],
  "nbo_charge": [0.87, 0.07, -0.12, -0.61, -0.31, -0.32, -0.35, 0.13, 0.23, -0.14, 0.22, 0.22, -0.11, 0.28, 0.42, 0.23, 0.24, 0.24, -0.18],
  "lumo_ev": -5.61,
  "multiplicity": 1,
  "smiles": "C[C@@]1([SiH3])C[C@@H]1C=[N+]=N",
  "total_charge": 1,
  "total_energy_ha": -595.6737,
  "orbital_gap_ev": 8.131
}

{
  "formula": "C5H11N3",
  "method": "wB97M-V/def2-TZVPD",
  "species": ["N", "N", "N", "C", "C", "C", "C", "C", "H", "H", "H", "H", "H", "H", "H", "H", "H", "H", "H"],
  "positions_angstrom": [[-1.02868, -1.42266, 0.19520], [0.39195, 1.19205, 1.09874], [2.14770, -0.31183, 0.76358], [-1.02280, 1.38408, 0.78478], [-0.20412, -0.42653, -0.49129], [-1.07411, 0.74372, -0.65840], [0.12916, -0.88748, -1.80233], [0.97516, 0.15825, 0.40950], [-0.55000, -2.16594, 0.72676], [2.50756, -1.25003, 0.38305], [1.08193, -0.31933, -2.18883], [-0.50547, -1.02304, -2.61518], [-1.58545, -1.71292, -0.67205], [0.49172, -1.97574, -1.61530], [-2.13983, 0.37802, -0.87416], [0.95387, 1.57174, 1.99150], [-0.81796, 1.42354, -1.48967], [-1.58245, 0.69151, 1.51897], [-1.25045, 2.34703, 0.97869]],
  "nbo_charge": [-0.85, -0.62, -0.77, -0.20, -0.01, -0.39, -0.63, 0.46, 0.39, 0.36, 0.23, 0.23, 0.36, 0.21, 0.21, 0.42, 0.22, 0.19, 0.20],
  "lumo_ev": 0.96,
  "multiplicity": 1,
  "smiles": "[H]/N=C1/NCC[C@]1(C)N",
  "total_energy_ha": -361.3082,
  "orbital_gap_ev": 9.356
}

{
  "formula": "C5H11N3",
  "method": "wB97M-V/def2-TZVPD",
  "species": ["N", "N", "N", "C", "C", "C", "C", "C", "H", "H", "H", "H", "H", "H", "H", "H", "H", "H", "H"],
  "positions_angstrom": [[0.30138, 1.08324, 1.35451], [-0.11555, -0.07797, 0.71517], [-0.26488, -0.87691, -1.59606], [2.71813, -0.50802, -0.12549], [-0.26608, -0.22173, -0.54423], [-3.26357, 0.43955, -0.29996], [1.60481, -1.25722, 0.52601], [-2.07452, 1.00546, -0.43903], [-1.94862, 2.05653, -0.70465], [-4.19904, 0.99249, -0.41648], [2.78976, 0.51067, 0.26874], [2.60025, -0.46582, -1.21047], [-1.08868, -0.69235, -2.17053], [1.30077, -2.18897, 0.05945], [-3.37381, -0.60010, 0.00388], [0.25813, 1.89932, 0.74978], [3.68373, -0.99164, 0.08361], [1.66190, -1.33661, 1.60670], [-0.32412, 1.23010, 2.13905]],
  "nbo_charge": [-0.63, -0.27, -0.71, -0.68, 0.60, -0.49, -0.20, -0.39, 0.16, 0.18, 0.22, 0.23, 0.41, 0.21, 0.19, 0.36, 0.24, 0.20, 0.38],
  "lumo_ev": [0.57, 0.57],
  "multiplicity": 1,
  "total_energy_ha": -361.1193,
  "orbital_gap_ev": [7.721, 7.715]
}

{
  "formula": "C5H11N3",
  "method": "wB97M-V/def2-TZVPD",
  "species": ["N", "N", "N", "C", "C", "C", "C", "C", "H", "H", "H", "H", "H", "H", "H", "H", "H", "H", "H"],
  "positions_angstrom": [[1.06522, 2.32519, -1.42729], [1.26241, -0.38388, -1.15630], [-0.21087, 0.99766, 0.09842], [-0.25536, -1.46845, 0.40464], [0.18995, 2.23400, -0.52067], [0.38446, -0.20205, -0.28775], [-1.13503, 1.08698, 1.20741], [0.33390, -2.74661, -0.16513], [-1.26895, 2.12718, 1.50317], [-1.33751, -1.45587, 0.26091], [1.57273, 0.45765, -1.63727], [-0.07467, -3.61464, 0.35075], [1.41381, -2.74677, -0.04951], [-0.33738, 3.09789, -0.08424], [0.11767, -2.81676, -1.22698], [-2.10724, 0.68351, 0.91749], [-0.04885, -1.40321, 1.47506], [1.23512, 3.26765, -1.76528], [-0.79942, 0.56054, 2.10257]],
  "nbo_charge": [-0.71, -0.69, -0.47, -0.45, 0.30, 0.45, -0.40, -0.60, 0.21, 0.21, 0.39, 0.20, 0.22, 0.15, 0.22, 0.20, 0.20, 0.36, 0.21],
  "lumo_ev": 0.78,
  "multiplicity": 1,
  "smiles": "[H]/N=C(/CC)N(C)/C=N/[H]",
  "total_energy_ha": -361.3622,
  "orbital_gap_ev": 9.744
}

{
  "formula": "C5H11N3",
  "method": "wB97M-V/def2-TZVPD",
  "species": ["N", "N", "N", "C", "C", "C", "C", "C", "H", "H", "H", "H", "H", "H", "H", "H", "H", "H", "H"],
  "positions_angstrom": [[-2.49748, 1.13207, 1.90384], [1.14229, 1.46471, -0.53970], [-2.10426, 1.39111, 0.87603], [-1.40051, 0.20236, 0.19145], [-0.07337, -0.22870, 0.73286], [2.36925, -0.50531, 0.17036], [1.02820, 0.02636, -0.32556], [-2.24799, -0.73588, -0.59876], [2.68440, 0.07587, 1.03762], [-0.06701, -1.30214, 0.99081], [-3.29678, -0.45171, -0.63593], [0.18650, 0.35220, 1.61683], [0.75319, -0.52145, -1.24570], [2.29863, -1.55915, 0.44370], [1.86120, 1.67554, -1.22096], [0.26478, 1.84580, -0.87985], [3.13325, -0.40416, -0.59981], [-2.14178, -1.77782, -0.28351], [-1.89250, -0.67971, -1.63373]],
  "nbo_charge": [-0.01, -0.84, -0.16, 0.21, -0.50, -0.61, -0.02, -0.70, 0.22, 0.21, 0.23, 0.23, 0.16, 0.21, 0.36, 0.36, 0.21, 0.22, 0.23],
  "lumo_ev": [0.30, 0.61],
  "multiplicity": 1,
  "total_energy_ha": -361.2514,
  "orbital_gap_ev": [7.988, 8.505]
}

Please write out number 10 again, unchanged.
{
  "formula": "C5H11N3",
  "method": "wB97M-V/def2-TZVPD",
  "species": ["N", "N", "N", "C", "C", "C", "C", "C", "H", "H", "H", "H", "H", "H", "H", "H", "H", "H", "H"],
  "positions_angstrom": [[0.30138, 1.08324, 1.35451], [-0.11555, -0.07797, 0.71517], [-0.26488, -0.87691, -1.59606], [2.71813, -0.50802, -0.12549], [-0.26608, -0.22173, -0.54423], [-3.26357, 0.43955, -0.29996], [1.60481, -1.25722, 0.52601], [-2.07452, 1.00546, -0.43903], [-1.94862, 2.05653, -0.70465], [-4.19904, 0.99249, -0.41648], [2.78976, 0.51067, 0.26874], [2.60025, -0.46582, -1.21047], [-1.08868, -0.69235, -2.17053], [1.30077, -2.18897, 0.05945], [-3.37381, -0.60010, 0.00388], [0.25813, 1.89932, 0.74978], [3.68373, -0.99164, 0.08361], [1.66190, -1.33661, 1.60670], [-0.32412, 1.23010, 2.13905]],
  "nbo_charge": [-0.63, -0.27, -0.71, -0.68, 0.60, -0.49, -0.20, -0.39, 0.16, 0.18, 0.22, 0.23, 0.41, 0.21, 0.19, 0.36, 0.24, 0.20, 0.38],
  "lumo_ev": [0.57, 0.57],
  "multiplicity": 1,
  "total_energy_ha": -361.1193,
  "orbital_gap_ev": [7.721, 7.715]
}